(1)
The following is a quantum chemistry calculation of a 16-piece molecular cluster, C58H148O16S3 overall in a non-equilibrium geometry, from OMol25.

Properties
LUMO   0.462 eV
Charge   0
HOMO   -0.3110 hartree
2S+1   1

XYZ file:
```
225
Properties=species:S:1:pos:R:3:forces:R:3
C 1.229110 6.872182 -3.290684 -1.7 -0.1 -0.4
C 1.017137 6.167500 -1.946842 0.0 -0.5 -2.2
O 1.492946 4.855615 -2.015985 0.2 -1.0 0.6
C 2.879925 4.651648 -1.857955 -0.3 1.1 -0.6
C 3.185079 3.279790 -1.402394 0.3 -0.6 0.9
H 0.704732 6.313076 -4.126623 0.7 0.5 1.0
H 0.741134 7.846872 -3.227644 0.0 0.1 -0.1
H 2.240142 7.057351 -3.580365 0.8 -0.1 0.0
H 1.422205 6.728007 -1.138582 0.5 0.4 0.9
H -0.040985 6.026797 -1.813500 -0.6 0.3 0.3
H 3.421411 4.791004 -2.781389 0.0 0.0 -1.0
H 3.310181 5.453518 -1.274652 0.0 0.1 1.0
H 2.913202 2.563391 -2.190620 0.1 0.1 0.5
H 2.738502 3.023532 -0.417257 0.1 0.0 -0.8
H 4.269716 3.273156 -1.258267 0.0 -0.4 -0.1
C -7.987362 2.404753 -3.464145 0.4 -0.5 -0.9
C -6.703879 2.346070 -2.624406 -0.1 1.6 -1.5
O -6.424583 3.567635 -1.870128 -0.7 -0.8 -0.6
C -6.464995 4.741597 -2.681803 -1.0 -0.3 0.5
C -6.488850 5.982549 -1.813618 -1.0 0.8 -0.7
H -7.953336 3.003922 -4.391362 0.2 0.0 0.6
H -8.241455 1.387837 -3.828445 0.1 0.4 0.5
H -8.761896 2.776944 -2.836852 -1.0 0.2 0.4
H -6.864569 1.537436 -1.948556 0.5 -0.4 0.8
H -5.883907 2.161238 -3.335295 0.2 -0.2 0.5
H -5.630550 4.711254 -3.342675 0.9 0.2 -0.7
H -7.371902 4.756750 -3.317542 0.3 -0.1 0.3
H -5.656688 6.072601 -1.121908 0.2 0.0 -0.1
H -7.429454 6.035879 -1.236784 0.4 -0.3 -0.1
H -6.566539 6.868305 -2.510406 0.5 -0.7 0.8
C -0.605321 -7.284919 0.227301 0.3 0.0 2.9
C -0.769621 -6.424943 1.533790 -0.7 -1.0 -2.0
O 0.549620 -6.233450 2.044427 -1.6 -0.9 -0.9
C 0.482260 -5.291019 3.044514 0.2 1.1 0.3
C 1.809680 -5.136807 3.703049 0.0 1.5 1.2
H -0.241833 -8.269616 0.532681 -0.3 -0.1 -0.1
H -1.550511 -7.354160 -0.250467 -0.6 -0.1 -0.9
H 0.202275 -6.878841 -0.321125 0.4 0.7 -1.1
H -1.344332 -5.491991 1.259875 1.1 -0.2 0.3
H -1.514316 -6.934863 2.197974 1.1 0.1 0.2
H 0.157442 -4.340006 2.572162 0.2 0.0 0.4
H -0.280087 -5.549347 3.753162 -0.6 -0.2 0.6
H 1.670802 -4.380364 4.521497 0.3 -0.1 -0.9
H 2.526905 -4.791910 2.956717 0.3 0.0 0.4
H 2.181188 -5.971607 4.277742 0.0 -0.7 -0.4
C -2.920950 3.019154 -4.445184 -0.7 -0.2 -0.3
C -1.405802 2.957962 -4.371243 0.4 0.6 -1.8
O -1.055726 1.901815 -3.551576 2.1 -0.5 0.8
C 0.302827 2.056530 -2.967641 -0.5 -0.4 -0.4
C 1.030835 0.735064 -2.978081 -1.2 -0.9 -0.1
H -3.344050 2.980945 -3.407197 0.3 -0.1 -0.9
H -3.171040 4.001320 -4.864558 -0.2 -0.2 -0.1
H -3.392700 2.212775 -5.109445 0.7 1.0 1.1
H -0.929903 2.869649 -5.437752 -0.8 -0.1 1.5
H -0.988720 3.902182 -3.983683 -0.3 -0.1 0.1
H 0.921260 2.793903 -3.516522 -0.7 -0.1 0.1
H 0.155449 2.394908 -1.940772 0.2 0.2 -0.1
H 0.413384 -0.067356 -2.515520 0.4 0.5 0.0
H 1.988787 0.792015 -2.510015 0.5 0.1 0.7
H 1.269475 0.398298 -3.972389 -0.1 0.0 -0.7
C 0.666305 -0.890579 4.451713 -1.8 0.3 -0.8
C 0.241931 0.516078 4.764860 -0.1 0.5 0.0
O 1.324681 1.315772 5.213310 0.0 -2.0 -1.1
C 0.938395 2.481314 5.797462 -0.6 1.2 1.5
C 2.191575 3.084418 6.353382 -0.5 0.9 0.4
H -0.254451 -1.440161 4.208431 0.1 -0.1 0.4
H 1.225320 -1.024318 3.568637 1.1 0.3 -1.0
H 1.169646 -1.336510 5.255398 0.6 -0.7 1.2
H -0.226384 1.028889 3.910928 0.0 -0.2 -0.1
H -0.539123 0.452617 5.529190 0.1 0.2 0.3
H 0.421917 3.184784 5.127818 0.1 -0.1 -0.3
H 0.252480 2.297353 6.631085 -0.3 -0.2 0.1
H 2.651699 2.414026 7.075117 0.1 0.0 -0.1
H 1.966944 4.051891 6.844668 0.3 -0.4 -0.3
H 2.799314 3.220497 5.481702 0.9 0.4 -0.2
C 2.918507 6.557485 4.771616 0.5 1.0 0.2
C 3.279526 5.921377 3.482280 -1.0 -0.4 -0.8
O 2.369997 4.873476 3.267614 -1.2 -0.7 0.9
C 2.143544 4.476742 1.944868 0.5 0.3 -0.2
C 1.020758 3.434221 1.852456 1.3 0.6 -0.5
H 1.836978 6.697378 4.704548 0.1 0.2 0.5
H 3.192343 5.891212 5.584816 -0.2 0.2 0.3
H 3.430492 7.551563 4.865114 -0.5 -0.9 0.2
H 3.217522 6.634085 2.686250 -0.3 0.7 -0.8
H 4.231318 5.491203 3.397416 1.9 -0.4 0.3
H 1.903031 5.411086 1.391981 -0.1 -0.6 -0.3
H 3.094641 4.091283 1.560429 0.0 -0.1 -0.4
H 1.235357 2.539652 2.430730 0.0 0.1 0.5
H 1.005310 3.071568 0.812506 -0.6 0.4 0.2
H 0.135955 3.951959 2.195600 -0.6 -0.4 -0.2
C 1.241912 -0.555655 0.846403 1.0 -1.8 -2.1
C -0.156346 -0.195744 0.996935 -3.0 -2.1 1.0
O -0.559844 0.807578 0.127798 0.8 1.2 -0.1
C -1.735238 1.442288 0.589650 -0.9 -0.2 -2.0
C -2.056368 2.667327 -0.252597 0.1 -0.2 -1.2
H 1.824751 0.294827 1.105558 0.9 0.7 -0.3
H 1.570341 -1.392156 1.469095 -0.3 0.1 0.2
H 1.355867 -0.941438 -0.215913 0.5 0.9 1.0
H -0.862621 -1.107628 0.784082 1.1 1.1 0.6
H -0.314508 0.088269 2.054871 -0.3 0.1 -0.4
H -2.551222 0.731628 0.386378 -0.2 0.0 0.7
H -1.654068 1.696756 1.616575 0.0 0.0 1.2
H -3.132134 2.957574 -0.141597 0.9 -0.4 -0.3
H -1.770140 2.417229 -1.317140 -0.9 0.2 1.0
H -1.436199 3.521320 -0.014532 0.2 0.3 0.3
C 4.046683 -2.022605 3.821050 0.6 -0.5 1.2
C 5.447925 -2.424337 3.548542 1.1 -0.4 -1.6
O 5.613025 -3.844689 3.686186 0.1 0.7 -0.3
C 6.982218 -4.218835 3.465362 -1.1 0.0 1.2
C 7.111962 -5.631334 3.974541 -0.4 0.1 -2.0
H 4.068131 -0.957147 3.969457 -0.6 0.4 0.1
H 3.381621 -2.338540 3.058336 -0.6 -0.1 -0.9
H 3.768129 -2.556421 4.727614 -0.4 0.3 0.3
H 5.741010 -2.046834 2.518635 -0.1 -0.7 0.8
H 6.159241 -1.956316 4.219769 0.1 0.3 0.4
H 7.158316 -4.130031 2.422928 0.7 0.2 -1.1
H 7.616049 -3.540998 4.059779 0.1 -0.1 -0.4
H 6.587147 -6.361314 3.363015 -0.1 0.1 -0.5
H 6.592313 -5.656163 4.866202 -0.6 -0.2 2.3
H 8.111940 -5.961441 4.027994 1.2 -0.3 0.4
C -3.673869 -2.602202 0.306804 -2.3 -0.5 1.3
C -4.658707 -3.695925 -0.151726 0.6 0.3 -1.3
O -4.983047 -3.389130 -1.530105 0.0 -0.6 0.7
C -6.042787 -4.212431 -2.035768 -0.6 2.1 1.6
C -6.358238 -3.820516 -3.430375 0.1 -1.0 -1.2
H -2.838127 -2.506232 -0.296050 1.6 -0.2 -1.4
H -4.215752 -1.628178 0.224915 0.4 -0.7 0.6
H -3.330954 -2.865013 1.323861 -0.3 0.6 -0.2
H -4.253019 -4.734887 -0.132205 0.0 0.6 0.3
H -5.555317 -3.661591 0.478474 -0.1 0.0 -0.1
H -5.834636 -5.242793 -1.915335 0.6 -1.3 -0.1
H -6.916037 -4.006461 -1.368429 0.2 -0.2 -0.4
H -6.692534 -2.801290 -3.523892 -0.1 0.4 0.1
H -7.176563 -4.487450 -3.757721 0.3 0.3 -0.1
H -5.488843 -3.951516 -4.104620 -0.5 0.1 0.4
C 3.184346 -2.589221 -4.218695 0.5 -1.7 -1.0
C 4.418906 -1.774440 -3.878528 -1.3 1.2 1.5
O 4.080713 -0.458577 -4.337154 0.3 -0.2 -0.3
C 5.189002 0.419552 -4.284951 -1.4 0.8 -0.4
C 4.877412 1.683778 -5.218013 1.7 -1.6 0.7
H 2.943685 -2.488101 -5.295467 0.2 0.3 0.5
H 3.319461 -3.697937 -4.109283 0.1 0.9 0.3
H 2.306729 -2.305383 -3.661179 -0.2 0.2 0.3
H 4.515778 -1.676044 -2.725962 0.4 -0.6 -1.7
H 5.340873 -2.089850 -4.383703 -0.1 -0.3 0.4
H 5.358334 0.668989 -3.210491 0.1 0.3 -0.7
H 6.055958 -0.153097 -4.631472 0.3 0.5 -0.2
H 5.047315 1.455128 -6.298234 -0.5 0.1 0.9
H 5.626924 2.381113 -4.906964 0.9 0.6 -0.2
H 3.983999 2.247866 -5.017725 -0.9 -0.5 0.0
C 6.744512 0.047647 -0.755064 0.4 0.2 0.5
C 5.430838 0.248694 -0.007955 0.1 1.2 -0.6
O 5.715419 0.815222 1.269900 0.9 -0.8 -0.3
C 4.642230 1.297878 2.043365 0.0 -0.5 -0.4
C 5.138247 1.682648 3.408610 -0.2 0.2 0.2
H 6.545494 -0.706395 -1.534605 0.3 0.6 -0.1
H 7.166881 1.038636 -1.142203 -0.4 -1.6 0.5
H 7.431400 -0.488376 -0.038312 -0.4 0.9 -0.7
H 4.731839 0.898928 -0.589092 0.4 -0.1 0.4
H 4.973767 -0.723863 -0.015613 -0.5 -0.7 0.9
H 4.401261 2.266800 1.598143 -1.2 -0.2 -0.3
H 3.875253 0.495511 2.038840 -0.2 0.9 0.1
H 5.428671 0.910084 4.094611 0.3 -0.8 0.0
H 4.416623 2.278095 3.959500 -0.3 0.2 -0.2
H 5.983802 2.307676 3.202981 0.7 0.4 0.2
C -6.312788 0.578117 1.291714 -0.2 1.3 -1.1
C -6.114554 2.023196 0.838300 1.8 0.7 -1.2
O -4.929339 2.538630 1.496385 -0.6 0.6 0.7
C -4.929428 3.965657 1.713770 0.2 -0.4 -0.2
C -3.746302 4.258862 2.674381 -0.5 2.5 -1.9
H -6.339084 0.516974 2.346247 0.2 0.2 1.2
H -7.310955 0.274629 1.011719 -0.1 -0.6 -0.6
H -5.497326 -0.038001 0.927059 -0.2 -0.3 -0.2
H -5.891658 2.215549 -0.257697 -0.5 -1.0 1.2
H -6.938317 2.696160 1.016186 -0.6 0.0 0.5
H -4.883622 4.490395 0.731395 0.4 -0.3 0.5
H -5.890233 4.315673 2.156969 0.4 -0.4 0.0
H -2.826356 3.806344 2.316843 0.0 -0.4 0.1
H -4.038775 3.955089 3.650693 0.2 -0.3 0.9
H -3.533848 5.399486 2.649255 -0.5 -1.8 0.3
C -1.190953 -4.728831 -5.313529 -1.0 0.0 -1.8
C 0.168901 -4.454135 -4.770687 -0.9 0.1 0.4
O -0.031629 -3.688557 -3.593777 1.4 1.5 -1.0
C -0.291761 -4.315418 -2.421722 0.7 -1.5 1.7
C -0.155337 -3.336666 -1.273972 0.3 0.8 0.4
H -1.188338 -5.090008 -6.346024 0.5 0.1 -0.2
H -1.708798 -5.552387 -4.847710 -0.4 0.2 0.8
H -1.768274 -3.774366 -5.388546 0.1 -1.0 0.6
H 0.762245 -5.369935 -4.600344 0.0 0.4 0.1
H 0.641067 -3.761453 -5.443533 0.7 0.0 -0.3
H -1.304748 -4.716622 -2.418551 -0.2 -0.4 0.1
H 0.453292 -5.159519 -2.223713 -0.9 0.6 -0.4
H -0.877453 -2.504538 -1.358166 0.3 -0.4 0.1
H 0.853744 -2.869698 -1.196665 -0.7 -0.4 -0.4
H -0.324540 -3.850729 -0.321512 -0.1 0.0 -0.1
C -4.058767 0.126635 4.033624 -0.4 -0.6 -1.7
S -5.161852 -1.376351 4.030065 2.2 -0.3 0.9
O -4.281874 -2.399696 4.719109 -0.5 0.2 -0.9
C -6.269066 -0.933715 5.325838 -0.4 0.8 0.9
H -4.533451 0.969064 3.496165 0.3 -0.3 0.3
H -3.159388 -0.211364 3.446297 -0.9 0.3 0.6
H -3.791307 0.376569 5.041136 0.1 0.0 0.6
H -5.716037 -0.666504 6.253872 -0.3 -0.4 -0.7
H -6.971064 -1.740902 5.484467 0.2 -0.5 0.2
H -6.902803 -0.114043 5.032999 -0.1 0.7 -0.2
C -1.768275 -0.800046 -5.303947 0.5 1.6 0.6
S -3.359178 -0.861621 -4.602621 -0.7 -2.1 1.3
O -3.848024 -2.246942 -5.003614 0.0 1.2 0.2
C -2.818121 -1.011428 -2.857735 1.5 1.1 0.0
H -1.336319 0.179369 -5.084474 0.2 -0.2 0.2
H -2.032905 -0.798716 -6.312777 0.1 -0.3 -2.0
H -1.130402 -1.611769 -5.020116 0.2 -0.5 0.3
H -2.468017 0.021876 -2.519304 -0.2 -1.3 -0.5
H -1.963805 -1.756381 -2.784848 -1.2 0.9 -0.3
H -3.644820 -1.287584 -2.229927 -0.5 -0.4 0.0
C 4.980098 -5.638471 0.309119 1.5 -0.4 0.8
S 4.609355 -3.898406 0.335918 0.4 0.3 -0.7
O 5.666100 -3.285746 -0.546345 -0.3 -0.1 0.6
C 3.168787 -4.016390 -0.664185 -1.7 0.5 -1.5
H 4.148637 -6.334811 0.313071 -0.2 0.2 0.0
H 5.618096 -5.797951 1.197724 -0.4 -0.2 -0.3
H 5.644234 -5.759887 -0.558895 -0.5 0.0 0.0
H 3.153064 -4.730829 -1.511293 0.6 0.0 0.6
H 3.033565 -3.052555 -1.174828 0.2 0.1 0.4
H 2.244287 -4.161710 -0.094322 0.4 -0.2 0.3
```
Forces are in eV/Å.

(2)
The following is a quantum chemistry calculation of the molecule C4H7FS in a non-equilibrium geometry, from OMol25.

Properties
Energy relative to the best compared isomer or geometry (same formula, charge and spin)   39.5 kcal per mole
LUMO   -0.334 eV
Charge   0
HOMO   -0.3235 hartree
2S+1   1

XYZ file:
```
13
Properties=species:S:1:pos:R:3:forces:R:3
C -0.453987 0.757794 -1.137298 -1.8 1.7 0.4
C 0.698819 0.580237 -0.217279 0.1 -2.2 -1.2
C 0.280704 -0.136024 1.039857 -1.0 2.1 0.2
C -0.475295 -1.369335 0.638995 1.4 -0.3 2.7
H -1.371204 1.042974 -0.518860 0.7 -1.0 -1.0
H -0.548100 0.010647 -1.882895 -0.8 -1.3 -0.1
H -0.375729 1.610492 -1.777697 0.6 1.0 -0.2
H 1.462996 -0.033972 -0.701688 0.0 -0.2 0.0
H 1.153998 1.489319 -0.113196 1.2 2.4 1.2
H -0.354285 0.627798 1.674040 0.8 -1.7 -1.0
H -1.060700 -1.401618 -0.195066 -1.5 0.6 -2.2
F 1.400312 -0.440518 1.755342 0.2 -0.2 0.6
S -0.357529 -2.737794 1.435745 0.1 -0.8 0.5
```
Forces are in eV/Å.

Q: Which value of LUMO does entry 2 give?
A: -0.334 eV

Q: What is the 2S+1 in the second record?
A: 1

What did the second record say?
The following is a quantum chemistry calculation of the molecule C4H7FS in a non-equilibrium geometry, from OMol25.

Properties
Energy relative to the best compared isomer or geometry (same formula, charge and spin)   39.5 kcal per mole
LUMO   -0.334 eV
Charge   0
HOMO   -0.3235 hartree
2S+1   1

XYZ file:
```
13
Properties=species:S:1:pos:R:3:forces:R:3
C -0.453987 0.757794 -1.137298 -1.8 1.7 0.4
C 0.698819 0.580237 -0.217279 0.1 -2.2 -1.2
C 0.280704 -0.136024 1.039857 -1.0 2.1 0.2
C -0.475295 -1.369335 0.638995 1.4 -0.3 2.7
H -1.371204 1.042974 -0.518860 0.7 -1.0 -1.0
H -0.548100 0.010647 -1.882895 -0.8 -1.3 -0.1
H -0.375729 1.610492 -1.777697 0.6 1.0 -0.2
H 1.462996 -0.033972 -0.701688 0.0 -0.2 0.0
H 1.153998 1.489319 -0.113196 1.2 2.4 1.2
H -0.354285 0.627798 1.674040 0.8 -1.7 -1.0
H -1.060700 -1.401618 -0.195066 -1.5 0.6 -2.2
F 1.400312 -0.440518 1.755342 0.2 -0.2 0.6
S -0.357529 -2.737794 1.435745 0.1 -0.8 0.5
```
Forces are in eV/Å.

Q: What is the LUMO in the first record?
A: 0.462 eV